[1]
Entry from OMol25: the molecule C6H2F6 (wB97M-V/def2-TZVPD).

Values from the calculation:
LUMO level (spin up / spin down) (eV): 0.7 / -2.1
Multiplicity: 3
Kohn-Sham gap (spin up / spin down) (eV): 10.1 / 8.4
HOMO energy (spin up / spin down) (Ha): -0.3473 / -0.3876

Geometry (Å):
1 C -1.735 0.545 -0.189
2 C -2.778 0.239 0.492
3 C 0.774 0.599 -0.076
4 C -0.585 0.882 -0.684
5 C 2.308 -1.050 1.021
6 C 1.265 -0.814 -0.114
7 F -3.392 -0.931 0.533
8 F -3.494 1.032 1.192
9 F -0.409 1.303 -1.936
10 F 3.593 -1.163 0.631
11 F 0.171 -1.647 0.094
12 F 1.789 -1.251 -1.322
13 H 1.512 1.243 -0.582
14 H 0.982 1.015 0.939

[2]
Entry from OMol25: a cluster of 2 separate species, C6H2N5O4 in total (wB97M-V/def2-TZVPD).

Values from the calculation:
LUMO level (eV): 0.5
Multiplicity: 1
Kohn-Sham gap (eV): 5.2
HOMO energy (Ha): -0.1733
Charge: -1

Geometry (Å):
1 C -2.887 2.312 0.247
2 N -2.067 3.147 0.020
3 O -2.335 -0.950 -1.910
4 N -1.852 -1.562 -0.926
5 C -0.725 -1.004 -0.257
6 C -0.098 0.191 -0.684
7 C 1.111 0.447 -0.076
8 N 2.031 1.473 -0.255
9 O 2.124 2.390 -1.059
10 O 2.979 1.352 0.809
11 N 2.704 0.247 1.605
12 C 1.586 -0.317 1.050
13 N 0.951 -1.402 1.499
14 C -0.143 -1.754 0.834
15 O -2.333 -2.650 -0.512
16 H -0.409 0.758 -1.545
17 H -0.638 -2.679 1.159

[3]
Entry from OMol25: a cluster of 10 separate species, C6H30ClN12O13 in total (wB97M-V/def2-TZVPD).

Values from the calculation:
LUMO level (eV): 2.0
Multiplicity: 1
Kohn-Sham gap (eV): 9.1
HOMO energy (Ha): -0.2588
Charge: -1

Geometry (Å):
1 Cl -11.940 -2.114 12.094
2 O -12.531 -2.942 13.150
3 O -10.635 -2.707 12.050
4 O -12.600 -2.314 10.857
5 O -11.803 -0.742 12.509
6 O -11.839 0.991 15.229
7 H -11.693 0.541 14.397
8 H -12.304 0.352 15.769
9 O -9.650 -4.283 15.206
10 H -9.678 -3.757 14.407
11 H -9.356 -3.674 15.883
12 O -12.354 -3.528 16.675
13 H -12.321 -3.377 15.731
14 H -12.236 -2.660 17.061
15 C -7.434 -0.797 9.988
16 O -6.486 -0.034 10.139
17 N -8.659 -0.342 9.982
18 N -7.304 -2.062 9.774
19 H -9.350 -1.070 10.097
20 H -8.951 0.625 10.010
21 H -6.326 -2.288 9.888
22 H -8.023 -2.771 9.788
23 C -10.335 -3.531 8.318
24 O -9.564 -3.818 7.434
25 N -10.514 -2.336 8.710
26 N -11.006 -4.337 9.059
27 H -10.267 -1.661 8.001
28 H -11.299 -2.373 9.345
29 H -11.345 -4.064 9.971
30 H -11.033 -5.296 8.742
31 C -13.155 -6.585 13.066
32 O -13.338 -7.712 12.946
33 N -12.090 -5.966 13.548
34 N -13.870 -5.711 12.473
35 H -11.242 -6.458 13.792
36 H -12.058 -4.957 13.562
37 H -14.575 -5.888 11.772
38 H -13.709 -4.734 12.671
39 C -15.668 -2.633 15.150
40 O -15.254 -3.762 15.181
41 N -15.110 -1.700 14.434
42 N -16.653 -2.158 15.840
43 H -14.331 -1.901 13.824
44 H -15.506 -0.795 14.222
45 H -17.162 -2.867 16.349
46 H -16.990 -1.207 15.791
47 C -16.283 -2.200 11.127
48 O -15.693 -1.092 11.136
49 N -15.651 -3.268 10.994
50 N -17.544 -2.423 10.975
51 H -16.116 -4.123 10.722
52 H -14.658 -3.114 10.895
53 H -18.231 -1.685 11.023
54 H -17.844 -3.381 11.087
55 C -13.592 1.261 8.419
56 O -13.641 1.614 7.256
57 N -14.216 1.718 9.424
58 N -12.814 0.300 8.701
59 H -14.992 2.305 9.153
60 H -14.375 1.096 10.203
61 H -12.228 0.109 7.900
62 H -12.684 -0.071 9.631

Max |F|: 2.46, 3.55, 8.16 (eV/A)